Entry 1:
{"formula": "C7H10NOPS2", "method": "wB97M-V/def2-TZVPD", "orbital_gap_ev": [5.016, 5.015], "relative_energy_ev": 5.5436, "total_energy_ha": -1540.26668, "symbols": ["C", "C", "C", "C", "C", "C", "C", "N", "O", "P", "S", "S", "H", "H", "H", "H", "H", "H", "H", "H", "H", "H"], "positions_angstrom": [[3.736, -0.755, -0.807], [3.289, -1.638, 0.159], [2.908, 0.196, -1.363], [1.903, -1.506, 0.568], [1.543, 0.215, -1.039], [1.100, -0.613, -0.096], [-3.987, 0.650, -0.139], [-1.842, 2.163, 2.075], [-3.390, -0.409, -0.880], [-0.727, -0.447, 0.237], [-1.435, -1.868, 1.349], [-1.927, -0.084, -1.555], [4.813, -0.842, -0.953], [3.861, -2.454, 0.477], [3.282, 0.939, -2.063], [1.396, -2.245, 1.323], [0.834, 0.819, -1.558], [-3.873, 1.580, -0.681], [-3.512, 0.748, 0.972], [-5.019, 0.384, -0.063], [-2.059, 2.875, 1.448], [-0.896, 2.291, 2.586]], "nbo_charge": [-0.198, -0.189, -0.197, -0.178, -0.198, -0.366, -0.282, -0.945, -0.651, 0.818, -0.371, 0.361, 0.224, 0.222, 0.225, 0.254, 0.217, 0.179, 0.238, 0.197, 0.307, 0.331]}

Entry 2:
{"formula": "C7H10O", "method": "wB97M-V/def2-TZVPD", "orbital_gap_ev": 10.020, "relative_energy_ev": 1.4370, "smiles": "C=C/C=C(/C)C(C)=O", "total_energy_ha": -347.91037, "symbols": ["C", "C", "C", "C", "C", "C", "C", "O", "H", "H", "H", "H", "H", "H", "H", "H", "H", "H"], "positions_angstrom": [[-1.771, 1.484, 1.152], [-0.763, 1.631, 0.287], [0.539, 1.019, 0.348], [0.940, -0.149, -0.188], [2.413, -0.378, -0.429], [0.060, -1.231, -0.751], [-1.326, -1.450, -0.209], [0.497, -1.972, -1.638], [-1.718, 0.840, 2.022], [-2.693, 2.038, 0.993], [-0.879, 2.336, -0.536], [1.306, 1.711, 0.700], [2.804, -1.175, 0.208], [3.002, 0.529, -0.246], [2.594, -0.642, -1.478], [-1.349, -1.300, 0.872], [-2.038, -0.800, -0.721], [-1.616, -2.491, -0.387]], "nbo_charge": [-0.373, -0.229, -0.176, -0.090, -0.629, 0.551, -0.712, -0.540, 0.196, 0.202, 0.213, 0.211, 0.218, 0.208, 0.243, 0.223, 0.246, 0.238]}

Entry 3:
{"formula": "C7H10O", "method": "wB97M-V/def2-TZVPD", "orbital_gap_ev": 6.505, "relative_energy_ev": 6.7720, "total_energy_ha": -347.71432, "symbols": ["O", "C", "C", "C", "C", "C", "C", "C", "H", "H", "H", "H", "H", "H", "H", "H", "H", "H"], "positions_angstrom": [[3.008, -1.105, 0.214], [2.033, -1.042, -0.487], [1.272, 0.233, -0.740], [-0.128, -0.016, -1.409], [-1.140, -0.530, -0.433], [-1.950, 0.335, 0.303], [-1.915, 1.713, 1.093], [-1.652, 0.524, 1.793], [1.875, -1.873, -1.197], [1.893, 0.768, -1.466], [1.205, 0.795, 0.192], [0.124, -0.640, -2.273], [-0.353, 0.981, -1.773], [-1.633, -1.447, -0.738], [-2.989, 0.292, -0.041], [-1.200, 2.466, 0.771], [-0.708, 0.345, 2.316], [-2.445, -0.022, 2.296]], "nbo_charge": [-0.511, 0.433, -0.495, -0.463, -0.089, -0.346, -0.271, -0.393, 0.100, 0.236, 0.230, 0.215, 0.231, 0.196, 0.276, 0.181, 0.227, 0.243]}

Entry 4:
{"formula": "C7H10O2", "method": "wB97M-V/def2-TZVPD", "orbital_gap_ev": 8.258, "relative_energy_ev": 3.8192, "smiles": "C=C(C(C)=O)/C(O)=C\\C", "total_energy_ha": -423.05957, "symbols": ["C", "C", "C", "C", "O", "C", "O", "C", "C", "H", "H", "H", "H", "H", "H", "H", "H", "H", "H"], "positions_angstrom": [[2.322, 0.706, 0.487], [1.017, 0.757, 0.336], [-0.429, 0.032, 1.176], [-0.111, -1.435, 1.357], [-1.084, 0.692, 1.956], [0.022, 1.263, -0.530], [-0.209, 2.582, -0.391], [-1.016, 0.370, -0.858], [-0.800, -0.899, -1.638], [2.995, 1.127, -0.257], [2.769, 0.230, 1.354], [0.385, -1.547, 2.323], [0.536, -1.835, 0.582], [-1.051, -1.990, 1.371], [-1.100, 2.790, -0.710], [-1.991, 0.831, -1.005], [-1.489, -1.678, -1.305], [0.225, -1.261, -1.545], [-0.992, -0.736, -2.703]], "nbo_charge": [-0.362, -0.157, 0.589, -0.697, -0.615, 0.393, -0.618, -0.357, -0.621, 0.203, 0.208, 0.247, 0.225, 0.228, 0.490, 0.203, 0.211, 0.214, 0.217]}

Entry 5:
{"formula": "C7H10O2Si", "method": "wB97M-V/def2-TZVPD", "orbital_gap_ev": 9.868, "relative_energy_ev": 0.0000, "smiles": "C[Si](O)(O)c1ccccc1", "total_energy_ha": -712.82294, "symbols": ["C", "Si", "O", "O", "C", "C", "C", "C", "C", "C", "H", "H", "H", "H", "H", "H", "H", "H", "H", "H"], "positions_angstrom": [[-1.122, 2.330, -0.188], [-1.380, 0.663, 0.626], [-2.796, 0.117, -0.075], [-1.487, 0.822, 2.266], [0.038, -0.387, 0.061], [0.263, -0.708, -1.275], [1.471, -1.291, -1.650], [2.419, -1.609, -0.704], [2.179, -1.294, 0.631], [0.984, -0.699, 1.012], [-1.929, 2.971, 0.172], [-1.196, 2.234, -1.280], [-0.160, 2.734, 0.055], [-3.106, -0.820, 0.019], [-2.386, 1.001, 2.624], [-0.531, -0.536, -1.993], [1.657, -1.473, -2.706], [3.409, -2.026, -0.973], [2.873, -1.613, 1.370], [0.801, -0.414, 2.007]], "nbo_charge": [-1.143, 2.081, -1.106, -1.097, -0.513, -0.192, -0.215, -0.208, -0.206, -0.202, 0.233, 0.242, 0.238, 0.506, 0.511, 0.216, 0.213, 0.216, 0.209, 0.216]}

Entry 6:
{"formula": "C7H10O3S", "method": "wB97M-V/def2-TZVPD", "orbital_gap_ev": 8.328, "relative_energy_ev": 3.2372, "total_energy_ha": -896.46994, "symbols": ["C", "C", "C", "C", "C", "C", "C", "O", "O", "O", "S", "H", "H", "H", "H", "H", "H", "H", "H", "H", "H"], "positions_angstrom": [[-0.621, -1.877, 0.548], [-1.333, 2.000, 0.071], [-0.182, -2.467, 1.563], [-0.413, 1.779, -1.180], [-2.228, -0.229, -0.279], [0.683, 0.809, -0.902], [3.148, -0.038, 0.109], [-1.263, 3.027, 0.691], [-1.784, -1.087, 0.671], [-2.285, 1.069, 0.300], [2.104, 1.497, -0.440], [-0.467, -2.336, 2.603], [0.638, -3.172, 1.434], [-1.036, 1.528, -2.108], [-0.052, 2.827, -1.417], [-1.574, -0.223, -1.224], [-3.368, -0.329, -0.487], [-0.041, -1.890, -0.472], [4.158, 0.245, -0.163], [2.809, -0.845, -0.481], [3.107, -0.287, 1.165]], "nbo_charge": [0.127, 0.823, -0.488, -0.670, 0.222, -0.305, -0.688, -0.543, -0.526, -0.510, 0.420, 0.219, 0.206, 0.246, 0.223, 0.181, 0.180, 0.210, 0.215, 0.229, 0.231]}

Entry 7:
{"formula": "C7H10O3S", "method": "wB97M-V/def2-TZVPD", "orbital_gap_ev": 9.029, "relative_energy_ev": 1.1235, "total_energy_ha": -896.54762, "symbols": ["C", "C", "C", "C", "C", "C", "C", "O", "O", "O", "S", "H", "H", "H", "H", "H", "H", "H", "H", "H", "H"], "positions_angstrom": [[0.138, -1.670, -2.753], [-0.427, -0.288, -2.345], [0.866, 1.434, 1.053], [-0.147, 0.717, 2.027], [0.152, 1.375, -0.297], [-0.344, -0.831, 1.854], [-0.017, -0.083, -0.731], [1.297, -1.884, -2.491], [-0.830, 0.661, -2.953], [-1.171, -2.358, -0.144], [-1.281, -0.955, 0.288], [-0.567, -2.336, -3.180], [0.791, 2.509, 1.296], [1.941, 1.158, 1.028], [0.288, 0.847, 3.054], [-1.095, 1.211, 1.768], [-0.805, 1.933, -0.092], [0.748, 1.933, -1.048], [0.590, -1.426, 1.591], [-0.971, -1.244, 2.647], [0.843, -0.703, -0.573]], "nbo_charge": [0.366, 0.522, -0.397, -0.431, -0.425, -0.602, -0.522, -0.476, -0.479, -1.002, 1.260, 0.149, 0.212, 0.217, 0.229, 0.210, 0.214, 0.232, 0.236, 0.242, 0.244]}

Entry 8:
{"formula": "C7H10OS", "method": "wB97M-V/def2-TZVPD", "orbital_gap_ev": [7.949, 8.155], "relative_energy_ev": 4.3918, "total_energy_ha": -745.97470, "symbols": ["C", "C", "C", "C", "C", "C", "C", "O", "S", "H", "H", "H", "H", "H", "H", "H", "H", "H", "H"], "positions_angstrom": [[-1.914, 1.577, 0.576], [-0.523, 1.252, 0.835], [-2.636, 1.063, -0.398], [-0.042, 0.474, -0.076], [2.176, -0.038, 0.776], [0.926, -1.751, -0.505], [1.187, -0.190, -0.339], [-2.373, -1.442, -1.284], [-2.042, -0.030, -1.676], [-2.491, 2.329, 1.142], [-0.108, 1.817, 1.664], [-3.730, 1.312, -0.517], [1.687, -0.497, 1.628], [2.373, 1.067, 0.901], [3.075, -0.682, 0.436], [1.510, -2.229, -1.416], [-0.116, -1.907, -0.793], [1.361, -2.341, 0.310], [1.680, 0.216, -1.265]], "nbo_charge": [-0.141, -0.426, -0.472, 0.202, -0.591, -0.614, -0.375, -0.880, 1.068, 0.218, 0.240, 0.228, 0.209, 0.211, 0.221, 0.210, 0.247, 0.215, 0.230]}

Entry 9:
{"formula": "C7H10Si", "method": "wB97M-V/def2-TZVPD", "orbital_gap_ev": 9.339, "relative_energy_ev": 0.5975, "smiles": "Cc1ccccc1[SiH3]", "total_energy_ha": -562.09468, "symbols": ["C", "C", "C", "C", "C", "C", "C", "Si", "H", "H", "H", "H", "H", "H", "H", "H", "H", "H"], "positions_angstrom": [[-1.439, -1.080, -0.865], [-0.654, -0.577, 0.211], [-0.841, -0.804, 1.536], [-0.030, -0.289, 2.573], [0.997, 0.520, 2.389], [1.258, 1.086, 1.129], [0.639, 0.761, 0.016], [0.918, 0.943, -1.762], [-1.659, -0.344, -1.604], [-0.972, -1.905, -1.531], [-2.523, -1.348, -0.695], [-1.576, -1.579, 1.884], [-0.412, -0.527, 3.656], [1.564, 0.796, 3.302], [2.185, 1.600, 1.054], [1.262, -0.221, -2.581], [1.978, 2.000, -1.955], [-0.411, 1.086, -2.294]], "nbo_charge": [-0.709, 0.074, -0.272, -0.168, -0.233, -0.226, -0.433, 0.901, 0.242, 0.235, 0.237, 0.207, 0.211, 0.217, 0.213, -0.163, -0.157, -0.177]}

Entry 10:
{"formula": "C7H11BN3O2PSSr", "method": "wB97M-V/def2-TZVPD", "orbital_gap_ev": 5.880, "charge": 2, "total_energy_ha": -1382.57551, "symbols": ["C", "P", "C", "B", "C", "C", "S", "C", "N", "N", "C", "O", "O", "C", "N", "H", "H", "H", "H", "H", "H", "H", "H", "H", "H", "H", "Sr"], "positions_angstrom": [[-2.546, 1.277, 1.584], [-1.979, -0.456, 1.282], [-0.560, -0.838, 2.425], [-1.153, -0.560, -0.488], [0.161, 0.156, -0.822], [-0.035, 1.511, -1.524], [1.511, 2.519, -1.452], [2.695, 1.277, -1.251], [3.153, 0.870, -0.105], [4.067, -0.132, -0.388], [4.083, -0.244, -1.677], [3.242, 0.595, -2.295], [-1.850, -1.434, -1.418], [-1.817, -2.616, -0.949], [-1.791, -3.653, -0.446], [-1.737, 1.828, 2.050], [-2.822, 1.733, 0.643], [-3.398, 1.246, 2.246], [-0.147, 0.102, 2.775], [0.224, -1.330, 1.860], [-0.866, -1.445, 3.268], [0.781, -0.502, -1.430], [0.669, 0.350, 0.120], [-0.762, 2.128, -1.007], [-0.305, 1.404, -2.565], [4.698, -0.943, -2.208], [-3.516, -2.840, 1.771]], "nbo_charge": [-0.866, 0.174, -0.895, 0.903, -0.899, -0.486, 0.328, 0.225, -0.274, -0.280, 0.304, -0.397, -0.625, 0.599, -0.510, 0.270, 0.265, 0.259, 0.283, 0.269, 0.232, 0.280, 0.279, 0.221, 0.241, 0.228, 1.872]}